[1]
The following is a quantum chemistry calculation of a single C7H8ClNO2 molecule at a distorted geometry, from OMol25.

Geometry (Å):
1 C -0.8090 0.2767 -0.0007
2 C -0.6082 -1.1483 -0.0065
3 C 0.6033 -1.6750 0.0042
4 C 0.0681 1.3027 -0.0029
5 C 2.0157 0.0055 -0.0131
6 C -1.8303 -2.0379 -0.0092
7 C -0.3990 2.7255 -0.0121
8 N 1.4863 1.1864 -0.0033
9 O 2.1915 2.2400 -0.0036
10 O 1.2235 -2.8275 -0.0243
11 Cl 3.6385 -0.4092 0.0179
12 H -1.8509 0.5671 -0.0002
13 H -2.3252 -2.0038 0.9604
14 H -2.5316 -1.6998 -0.7666
15 H -1.5411 -3.0634 -0.2189
16 H -1.3569 2.8319 0.4884
17 H 0.3480 3.3481 0.4797
18 H -0.4934 3.0881 -1.0370
19 H 2.1706 -2.7071 0.1477

Forces on the atoms, in the same order (eV/Å):
C 0.507 0.409 -0.001
C -0.197 -0.779 -0.013
C 3.614 4.496 0.005
C -1.133 0.042 0.091
C -3.565 -4.252 0.045
C 0.252 0.009 0.099
C 0.241 0.188 0.028
N 0.736 -0.843 -0.064
O 0.412 0.700 -0.021
O -0.318 -0.261 -0.059
Cl 0.097 0.324 0.007
H -0.049 0.117 0.006
H -0.075 -0.022 0.038
H -0.099 -0.032 -0.103
H -0.130 -0.123 -0.013
H -0.083 -0.113 -0.021
H -0.174 0.002 -0.025
H 0.028 0.050 -0.002
H -0.064 0.085 0.003

Output
charge = 0
relative energy (zero: lowest compared OMol25 entry of this formula, charge and spin) = 287.25 kJ/mol
2S+1 = 1

[2]
The following is a quantum chemistry calculation of a single C14H19F2N3OS2 molecule, from OMol25.

Geometry (Å):
1 O -5.8526 -2.2216 1.0920
2 C -5.2621 -2.7919 -0.0515
3 C -3.7917 -2.3994 -0.2566
4 N -3.6766 -1.1156 -0.9195
5 C -2.3882 -0.8445 -1.5115
6 C -1.3128 -0.4208 -0.4876
7 N -1.7954 0.7282 0.2527
8 C -1.4178 1.9932 -0.0181
9 S -2.3823 3.3150 0.2334
10 N -0.1666 2.2125 -0.5582
11 C 1.0415 1.6255 -0.2118
12 C 2.1670 1.9229 -0.9855
13 C 3.3874 1.3518 -0.6955
14 C 3.4967 0.4844 0.3802
15 S 5.0658 -0.3021 0.7256
16 C 4.7072 -1.9063 -0.0600
17 F 3.6576 -2.5232 0.5186
18 F 4.3854 -1.7604 -1.3594
19 C 2.4017 0.2110 1.1835
20 C 1.1780 0.7754 0.8880
21 C -3.0674 0.4666 0.8965
22 C -4.1147 0.0250 -0.1368
23 H -5.3979 -2.5461 1.8775
24 H -5.8491 -2.4333 -0.8985
25 H -5.3367 -3.8870 -0.0066
26 H -3.3296 -3.1440 -0.9092
27 H -3.2760 -2.4402 0.7197
28 H -2.0436 -1.7252 -2.0566
29 H -2.5223 -0.0249 -2.2254
30 H -0.3888 -0.1870 -1.0123
31 H -1.1182 -1.2380 0.2150
32 H -0.0909 3.1217 -0.9969
33 H 2.0725 2.6003 -1.8211
34 H 4.2533 1.5688 -1.3010
35 H 5.5932 -2.5490 0.0241
36 H 2.5073 -0.4438 2.0344
37 H 0.3306 0.5787 1.5247
38 H -3.4002 1.3723 1.4029
39 H -2.9081 -0.3219 1.6395
40 H -5.0502 -0.2199 0.3632
41 H -4.2927 0.8539 -0.8276

Forces on the atoms, in the same order (eV/Å):
O -0.176 0.196 0.555
C 0.436 -0.347 -0.229
C -0.421 0.044 -0.092
N -0.068 -0.158 -0.199
C 0.286 0.065 0.152
C 0.049 -0.369 -0.511
N 0.315 0.276 -0.055
C -0.183 0.190 0.090
S -0.251 0.459 0.012
N -0.127 0.071 -0.434
C 0.517 -0.365 0.201
C -0.195 0.032 0.044
C -0.114 0.002 0.108
C 0.675 -0.342 0.178
S -0.300 -0.228 -0.193
C 0.609 0.363 0.322
F -0.313 -0.243 0.243
F -0.042 0.039 -0.445
C -0.012 0.107 -0.131
C -0.125 0.150 -0.021
C -0.577 -0.037 0.157
C 0.020 0.260 0.200
H -0.063 -0.007 -0.083
H 0.093 -0.086 -0.014
H -0.011 0.080 -0.060
H 0.039 -0.018 0.060
H 0.007 -0.110 -0.017
H 0.016 0.018 -0.030
H 0.104 -0.019 -0.025
H -0.055 -0.058 0.093
H 0.082 0.039 -0.023
H -0.130 -0.148 0.191
H -0.037 0.059 -0.124
H 0.067 0.006 -0.069
H -0.159 0.150 0.004
H 0.017 -0.043 0.061
H -0.096 -0.028 0.033
H 0.065 -0.161 -0.004
H 0.013 0.002 -0.009
H 0.046 0.105 -0.018
H 0.000 0.057 0.081

Output
charge = 0
relative energy (zero: lowest compared OMol25 entry of this formula, charge and spin) = 13.94 kJ/mol
2S+1 = 1
SMILES = OCCN1CCN(C(=S)Nc2ccc(SC(F)F)cc2)CC1

[3]
The following is a quantum chemistry calculation of a single C4H6ClF molecule at a distorted geometry, from OMol25.

Geometry (Å):
1 C 1.4289 -0.4764 0.5629
2 C 0.5317 -0.3148 -0.6769
3 C -0.8777 -0.2927 -0.2431
4 Cl -1.8637 -1.6367 -0.3195
5 C -1.7202 1.3548 -0.1173
6 F -2.8869 1.2915 0.5050
7 H 2.4764 -0.4377 0.2721
8 H 1.2352 -1.4293 1.0516
9 H 1.2322 0.3237 1.2755
10 H 0.7213 -1.1413 -1.3674
11 H 0.7748 0.6278 -1.1694
12 H -1.0522 2.1311 0.2264

Forces on the atoms, in the same order (eV/Å):
C 0.041 0.030 -0.157
C 0.309 -0.169 0.286
C -2.764 6.082 0.270
Cl -0.316 -0.467 0.012
C 2.704 -5.966 -0.302
F -0.088 0.153 -0.108
H 0.110 -0.036 0.029
H 0.016 -0.036 0.055
H 0.027 -0.017 0.017
H -0.050 0.130 -0.091
H -0.059 -0.038 -0.082
H 0.069 0.333 0.070

Output
charge = 0
relative energy (zero: lowest compared OMol25 entry of this formula, charge and spin) = 355.39 kJ/mol
2S+1 = 1
SMILES = CC/C(Cl)=C/F

[4]
The following is a quantum chemistry calculation of a single C25H28N4O3S molecule, from OMol25.

Geometry (Å):
1 O -3.1370 -1.8980 0.1433
2 C -3.4450 -1.1962 -0.7938
3 C -4.8512 -0.8826 -1.2791
4 C -4.6413 -0.2945 -2.6732
5 C -3.2131 0.2602 -2.6205
6 N -2.5785 -0.5322 -1.5919
7 C -1.1526 -0.5607 -1.4172
8 C -0.6402 0.6355 -0.6047
9 C -0.9865 0.5676 0.8883
10 N -1.6035 1.8066 1.3315
11 C -3.0303 1.8402 1.0591
12 C -3.5811 3.2141 1.4404
13 O -3.3493 3.5032 2.7970
14 C -1.9715 3.4462 3.0820
15 C -1.3848 2.0757 2.7430
16 S 1.1544 0.8675 -0.8956
17 C 1.8413 -0.6040 -0.2248
18 N 1.0577 -1.4727 0.2976
19 C 1.5956 -2.6284 0.7931
20 C 0.7452 -3.5815 1.3632
21 C 1.2729 -4.7518 1.8581
22 C 2.6446 -4.9993 1.7975
23 C 3.4919 -4.0707 1.2370
24 C 2.9778 -2.8761 0.7290
25 C 3.8624 -1.8822 0.1323
26 O 5.0652 -1.9772 0.0232
27 N 3.1961 -0.7319 -0.3279
28 C 3.9840 0.3033 -0.9139
29 C 4.1583 1.5026 -0.2384
30 C 4.9353 2.4955 -0.8065
31 C 5.5425 2.2875 -2.0332
32 C 5.3741 1.0837 -2.6962
33 C 4.5936 0.0865 -2.1400
34 H -5.4733 -1.7750 -1.2694
35 H -5.2904 -0.1560 -0.5922
36 H -5.3696 0.4745 -2.9216
37 H -4.7045 -1.0836 -3.4227
38 H -2.6819 0.1455 -3.5693
39 H -3.2077 1.3257 -2.3538
40 H -0.6765 -0.5647 -2.4033
41 H -0.8966 -1.4805 -0.8858
42 H -1.0451 1.5633 -1.0193
43 H -1.6336 -0.3022 1.0666
44 H -0.0763 0.4123 1.4673
45 H -3.1966 1.6673 -0.0048
46 H -3.5638 1.0594 1.6299
47 H -4.6629 3.2513 1.2993
48 H -3.1021 3.9793 0.8095
49 H -1.8701 3.6570 4.1478
50 H -1.4399 4.2161 2.5023
51 H -0.3111 2.0845 2.9406
52 H -1.8602 1.3102 3.3803
53 H -0.3127 -3.3733 1.3983
54 H 0.6181 -5.4891 2.2989
55 H 3.0400 -5.9235 2.1912
56 H 4.5569 -4.2365 1.1751
57 H 3.6908 1.6504 0.7234
58 H 5.0728 3.4302 -0.2843
59 H 6.1535 3.0628 -2.4705
60 H 5.8535 0.9176 -3.6490
61 H 4.4618 -0.8590 -2.6433

Forces on the atoms, in the same order (eV/Å):
O 0.043 -0.300 0.374
C -0.372 -0.082 -0.071
C -0.029 -0.048 -0.057
C -0.044 0.054 0.039
C -0.062 0.198 -0.135
N 0.089 0.180 -0.273
C 0.159 -0.175 0.092
C 0.463 -0.520 -0.098
C -0.051 0.041 0.101
N 0.037 0.081 0.077
C -0.067 0.364 0.156
C -0.105 -0.221 -0.328
O -0.141 -0.023 0.116
C 0.347 -0.199 0.151
C -0.150 0.318 0.048
S -0.096 0.538 -0.210
C -0.834 -0.049 0.041
N -0.227 0.377 -0.057
C 0.642 -0.326 0.075
C 0.105 -0.061 0.023
C -0.091 0.072 -0.020
C 0.176 -0.040 -0.005
C 0.027 0.047 -0.028
C -0.425 -0.217 0.147
C 0.171 -0.047 0.069
O -0.014 -0.068 0.016
N 0.226 -0.123 0.040
C 0.364 0.342 -0.164
C 0.038 -0.218 -0.010
C 0.017 0.085 0.008
C 0.023 0.064 0.003
C -0.009 -0.057 -0.068
C -0.098 0.035 0.088
H 0.033 0.006 0.090
H -0.002 -0.008 0.060
H 0.003 -0.015 -0.066
H 0.012 0.023 -0.014
H -0.020 0.051 0.051
H 0.015 -0.017 -0.078
H -0.057 -0.044 0.072
H -0.064 0.185 -0.197
H 0.052 -0.003 0.017
H 0.038 0.032 0.055
H -0.118 -0.004 -0.020
H -0.065 -0.035 -0.097
H 0.009 -0.005 -0.073
H 0.066 0.003 -0.062
H -0.069 -0.060 0.018
H 0.061 0.007 -0.066
H -0.009 -0.052 0.069
H -0.010 -0.027 0.033
H 0.053 0.019 0.018
H -0.137 0.040 -0.007
H -0.064 -0.055 0.034
H 0.043 -0.066 0.027
H 0.084 -0.031 0.008
H -0.049 -0.008 0.081
H 0.008 0.079 0.040
H 0.049 0.065 -0.035
H 0.039 -0.013 -0.075
H -0.014 -0.091 -0.020

Output
charge = 0
relative energy (zero: lowest compared OMol25 entry of this formula, charge and spin) = 107.74 kJ/mol
2S+1 = 1
SMILES = O=C1CCCN1C[C@@H](CN1CCOCC1)Sc1nc2ccccc2c(=O)n1-c1ccccc1